[1]
The following is a DFT calculation (ωB97M-V/def2-TZVPD) of a structure of composition C2H3O2Pr at a distorted geometry.

The geometry in XYZ format:
```
8
Properties=species:S:1:pos:R:3:forces:R:3
H -1.85601 -2.78180 0.15894 -0.0881 0.3694 -0.2466
Pr 1.69367 1.08292 0.78405 -2.5602 -0.6590 -1.4902
O -0.52542 -1.28288 -0.08095 1.7586 1.4816 -2.1648
C -1.89311 -1.69065 0.08017 -1.4337 -0.4480 0.2097
H -2.35829 -1.28240 0.98456 0.4324 0.1276 -0.0315
H -2.48168 -1.33239 -0.77195 0.1862 -0.3787 0.1144
O -1.01365 0.88312 -0.04345 2.3548 0.1613 -1.2442
C -0.27749 -0.01420 -0.49118 -0.6500 -0.6542 4.8532
```
Forces are in eV/Å.

Values from the calculation:
Net charge ... +2
2S+1 ... 3
<S²> ... 2.053
LUMO energy (spin up / spin down) ... -11.83 / -11.50 eV

Partial charges, Mulliken, in e: atom 1 (H): 0.249, atom 2 (Pr): 1.930, atom 3 (O): -0.243, atom 4 (C): -0.622, atom 5 (H): 0.317, atom 6 (H): 0.339, atom 7 (O): -0.448, atom 8 (C): 0.478


[2]
The following is a DFT calculation (ωB97M-V/def2-TZVPD) of a structure of composition C5H12I2O2PPtS6Sb at a distorted geometry.

The geometry in XYZ format:
```
30
Properties=species:S:1:pos:R:3:forces:R:3
H 2.78719 1.31670 -1.54661 0.0178 0.0112 -0.0192
S -3.26383 -2.79551 1.23407 -0.0627 0.8098 1.5321
S -5.78220 -0.35346 3.05854 0.0846 -0.5477 -0.1063
O 0.60453 0.76954 0.11681 0.0803 0.1399 0.0231
I -3.03518 -3.58913 -2.48016 0.0076 -0.0239 0.0188
H 0.16930 1.48834 1.99656 0.0100 -0.1015 0.0273
H 1.88897 1.15770 1.70921 0.0186 0.0043 -0.0184
Sb -3.64730 -1.10528 3.26387 -0.8701 0.9322 -0.6557
H 1.96046 3.05881 0.06703 0.0076 0.0305 0.0137
H 4.36324 0.80725 -2.18132 0.0062 0.0434 0.0146
C 3.69272 0.75271 -1.32162 -0.0668 -0.0523 0.0551
Pt -1.69652 -1.34989 0.32351 0.8193 0.1890 0.1710
I -3.35736 -0.09671 -1.58428 -0.2985 -0.0596 -0.0377
P 0.93511 -0.79661 0.09219 0.9696 0.1599 -0.0203
S 0.35509 -1.72903 1.74479 -0.6484 0.1756 -0.3574
S -2.84612 -0.37330 5.27791 0.3292 -0.8774 -0.2232
C 0.97601 1.56140 1.26708 -0.0457 0.0493 0.0283
S -2.34912 0.33203 1.75326 0.0471 -0.7404 -0.4475
H 2.82685 -1.13362 -1.89077 0.0042 -0.0762 0.0191
H -3.32719 -1.37942 -3.91372 -0.0068 -0.0183 -0.0110
S 0.21075 -1.49590 -1.60713 -0.3978 -0.1661 0.1844
H 1.41645 3.61473 1.66405 -0.0090 0.0276 -0.0228
C 1.16285 2.98865 0.80749 -0.0249 -0.1031 -0.0245
O 2.54687 -0.83043 0.13867 -0.0215 -0.1415 -0.0726
H 0.23857 3.35754 0.36226 0.0165 0.0361 0.0093
H 4.18210 1.20692 -0.45877 0.0206 0.0098 -0.0260
C -3.76772 -1.66997 -2.96927 -0.0020 0.1985 -0.0423
H 4.24926 -1.28298 -0.84561 0.0053 -0.0051 0.0054
H -4.84543 -1.73456 -3.03861 -0.0027 -0.0182 -0.0027
C 3.35166 -0.69651 -1.03942 0.0120 0.1142 -0.0146
```
Forces are in eV/Å.

Values from the calculation:
Net charge ... -1
2S+1 ... 2
<S²> ... 0.761
LUMO energy (spin up / spin down) ... 1.06 / 1.00 eV

Partial charges, Mulliken, in e: atom 1 (H): 0.127, atom 2 (S): -0.384, atom 3 (S): -0.633, atom 4 (O): -0.092, atom 5 (I): 0.071, atom 6 (H): 0.329, atom 7 (H): 0.328, atom 8 (Sb): 0.713, atom 9 (H): 0.254, atom 10 (H): 0.428, atom 11 (C): -0.888, atom 12 (Pt): 0.354, atom 13 (I): 0.248, atom 14 (P): 0.672, atom 15 (S): -0.310, atom 16 (S): -0.603, atom 17 (C): -0.105, atom 18 (S): -0.464, atom 19 (H): 0.286, atom 20 (H): 0.374, atom 21 (S): -0.471, atom 22 (H): 0.398, atom 23 (C): -1.226, atom 24 (O): -0.346, atom 25 (H): 0.275, atom 26 (H): 0.253, atom 27 (C): -0.902, atom 28 (H): 0.281, atom 29 (H): 0.410, atom 30 (C): -0.376


Relative energy (zero: lowest compared OMol25 entry of this formula, charge and spin) (eV)
0.000 2.052